w | This record from OMol25 describes 2 unconnected molecules or ions with the total composition C4H13N3. The level of theory is ωB97M-V with the def2-TZVPD basis set.

Last column: natural (NBO) charge in e.
Atoms and positions in Å:
1 C 1.717 0.299 -0.311  -0.216
2 C 3.180 0.284 0.116  -0.624
3 N 1.009 -1.082 -0.293  -0.854
4 H 1.365 -1.679 -1.040  0.350
5 H 1.250 -1.558 0.572  0.353
6 H 1.124 0.972 0.308  0.202
7 H 1.637 0.641 -1.346  0.185
8 H 3.616 1.280 0.044  0.213
9 H 3.775 -0.385 -0.506  0.202
10 H 3.260 -0.055 1.148  0.201
11 N -2.995 1.419 0.164  -0.851
12 N -1.704 -0.974 -0.877  -0.841
13 C -2.171 0.571 0.941  -0.117
14 C -1.523 -0.524 0.447  -0.053
15 H -3.573 0.934 -0.512  0.359
16 H -3.607 2.025 0.697  0.371
17 H -1.998 -0.223 -1.488  0.354
18 H -0.830 -1.335 -1.249  0.388
19 H -2.340 0.643 2.007  0.184
20 H -1.192 -1.255 1.176  0.192

Values from the calculation:
SMILES string = N/C=C\N.CCN
E_LUMO = 1.081 eV
multiplicity = 1
gap between HOMO and LUMO = 8.19 eV

---

x | This record from OMol25 describes C4H13N3 in the gas phase. The level of theory is ωB97M-V with the def2-TZVPD basis set.

Last column: natural (NBO) charge in e.
Atoms and positions in Å:
1 N 1.124 -2.418 0.365  -0.841
2 C -0.259 -2.197 -0.049  -0.247
3 C -1.079 -1.141 0.675  -0.241
4 N -0.525 0.264 0.700  -0.612
5 C -0.396 0.831 -0.648  -0.244
6 C 0.660 1.905 -0.729  -0.216
7 N 0.404 3.090 0.059  -0.861
8 H 1.551 -1.498 0.336  0.342
9 H 1.332 -2.868 1.235  0.365
10 H -0.807 -3.138 -0.053  0.200
11 H -0.231 -1.941 -1.115  0.184
12 H -2.116 -1.201 0.343  0.196
13 H -1.045 -1.372 1.749  0.189
14 H 0.401 0.036 1.070  0.333
15 H -0.034 0.068 -1.367  0.155
16 H -1.349 1.105 -1.103  0.192
17 H 1.640 1.545 -0.384  0.180
18 H 0.710 2.202 -1.781  0.196
19 H 0.302 3.055 1.059  0.374
20 H -0.282 3.673 -0.362  0.355

Values from the calculation:
SMILES string = NCCNCCN
E_LUMO = 1.098 eV
multiplicity = 1
gap between HOMO and LUMO = 9.93 eV

---

Most stable = x

---

w | This record from OMol25 describes a molecular structure, C4H13N3. The level of theory is ωB97M-V with the def2-TZVPD basis set.

Last column: natural (NBO) charge in e.
Atoms and positions in Å:
1 C -0.394 -0.219 -0.447  0.059
2 C -0.551 0.980 0.291  -0.292
3 C -0.659 -1.582 0.116  -0.663
4 C -2.429 0.726 -0.131  -0.710
5 N 1.450 0.267 0.037  -0.288
6 N 1.894 -0.328 1.242  -0.689
7 N 2.532 0.485 -0.888  -0.710
8 H -0.375 -0.128 -1.529  0.205
9 H 2.430 -1.174 1.040  0.314
10 H 2.531 0.308 1.721  0.343
11 H 2.543 1.465 -1.162  0.343
12 H 2.395 -0.077 -1.726  0.330
13 H -0.559 0.921 1.371  0.234
14 H -0.342 1.918 -0.202  0.224
15 H 0.144 -2.259 -0.175  0.234
16 H -1.598 -1.986 -0.267  0.223
17 H -0.704 -1.554 1.203  0.232
18 H -2.708 0.394 -1.129  0.201
19 H -2.747 1.757 -0.003  0.210
20 H -2.854 0.088 0.638  0.200

Values from the calculation:
E_LUMO = 1.011 eV
multiplicity = 1
gap between HOMO and LUMO = 8.43 eV

---

x | This record from OMol25 describes C4H13N3 in the gas phase. The level of theory is ωB97M-V with the def2-TZVPD basis set.

Last column: natural (NBO) charge in e.
Atoms and positions in Å:
1 C -0.596 1.332 -0.526  -0.232
2 N -1.509 2.385 -0.002  -0.828
3 C -0.843 -0.042 0.103  -0.063
4 C -0.499 0.002 1.590  -0.643
5 N -0.120 -1.118 -0.594  -0.639
6 C 1.383 -0.984 -0.646  -0.067
7 N 2.047 -2.266 -0.626  -0.818
8 H 0.459 1.578 -0.363  0.164
9 H -0.848 1.272 -1.582  0.185
10 H -1.490 2.344 1.013  0.347
11 H -1.094 3.262 -0.280  0.354
12 H -1.885 -0.342 -0.037  0.202
13 H -1.386 0.228 2.196  0.218
14 H 0.155 0.831 1.854  0.201
15 H -0.083 -0.931 1.951  0.226
16 H -0.430 -1.109 -1.539  0.347
17 H 1.626 -0.458 -1.568  0.167
18 H 1.682 -0.410 0.231  0.179
19 H 1.695 -2.833 -1.387  0.349
20 H 1.735 -2.742 0.212  0.353

Values from the calculation:
SMILES string = C[C@@H](CN)NCN
E_LUMO = 0.997 eV
multiplicity = 1
gap between HOMO and LUMO = 10.00 eV

---

Most stable = x

---

w | This record from OMol25 describes C25H28N4O2 in the gas phase. The level of theory is ωB97M-V with the def2-TZVPD basis set.

Last column: natural (NBO) charge in e.
Atoms and positions in Å:
1 C -4.899 -0.340 -1.904  -0.659
2 C -4.911 -0.980 -0.549  0.098
3 C -6.101 -1.218 0.124  -0.237
4 C -6.106 -1.810 1.376  -0.200
5 C -4.913 -2.174 1.976  -0.220
6 C -3.718 -1.938 1.321  -0.180
7 C -3.711 -1.337 0.068  -0.166
8 C -2.409 -1.170 -0.655  0.677
9 O -2.071 -1.931 -1.546  -0.630
10 N -1.622 -0.154 -0.235  -0.435
11 C -1.990 0.856 0.727  -0.233
12 H -2.976 0.632 1.134  0.228
13 C -1.998 2.247 0.084  -0.392
14 H -2.180 2.988 0.862  0.228
15 H -2.805 2.306 -0.650  0.203
16 C -0.667 2.547 -0.613  -0.315
17 C 0.464 2.692 0.406  0.697
18 O 0.324 2.530 1.600  -0.637
19 N 1.653 3.041 -0.141  -0.619
20 H 1.736 3.091 -1.145  0.391
21 C 2.898 2.858 0.597  -0.064
22 C 3.265 1.392 0.492  -0.052
23 C 2.884 0.524 1.509  -0.134
24 C 3.081 -0.838 1.392  -0.243
25 C 3.664 -1.362 0.243  0.155
26 C 4.051 -0.500 -0.779  -0.214
27 C 3.847 0.860 -0.653  -0.212
28 H 4.143 1.507 -1.465  0.212
29 H 4.491 -0.900 -1.680  0.222
30 N 3.862 -2.740 0.113  -0.358
31 C 4.902 -3.368 -0.506  0.172
32 N 4.807 -4.662 -0.435  -0.446
33 C 3.655 -4.912 0.245  -0.088
34 C 3.060 -3.740 0.603  -0.101
35 H 2.142 -3.538 1.114  0.221
36 H 3.332 -5.916 0.432  0.210
37 H 5.715 -2.840 -0.962  0.197
38 H 2.790 -1.498 2.196  0.224
39 H 2.417 0.922 2.397  0.224
40 C 3.962 3.818 0.084  -0.609
41 H 4.128 3.691 -0.983  0.197
42 H 4.899 3.640 0.605  0.224
43 H 3.651 4.844 0.262  0.223
44 H 2.665 3.088 1.642  0.232
45 C -0.357 1.414 -1.602  -0.400
46 C -0.344 0.074 -0.870  -0.231
47 H -0.172 -0.749 -1.567  0.253
48 H 0.444 0.071 -0.106  0.195
49 H 0.602 1.562 -2.102  0.203
50 H -1.134 1.390 -2.370  0.217
51 H -0.747 3.496 -1.157  0.227
52 H -1.261 0.853 1.544  0.222
53 H -2.781 -2.222 1.777  0.215
54 H -4.913 -2.642 2.949  0.215
55 H -7.044 -1.991 1.881  0.213
56 H -7.036 -0.942 -0.342  0.209
57 H -5.902 -0.296 -2.321  0.216
58 H -4.257 -0.904 -2.577  0.241
59 H -4.507 0.676 -1.841  0.212

Values from the calculation:
SMILES string = Cc1ccccc1C(=O)N1CCC(C(=O)N[C@H](C)c2ccc(-n3ccnc3)cc2)CC1
E_LUMO = 0.505 eV
multiplicity = 1
gap between HOMO and LUMO = 9.26 eV

---

x | This record from OMol25 describes C25H28N4O2 in the gas phase. The level of theory is ωB97M-V with the def2-TZVPD basis set.

Last column: natural (NBO) charge in e.
Atoms and positions in Å:
1 C -2.111 0.105 1.900  -0.619
2 H -2.019 0.177 2.981  0.217
3 H -2.221 -0.944 1.639  0.217
4 H -1.200 0.489 1.451  0.212
5 C -3.342 0.891 1.451  -0.051
6 N -3.744 0.582 0.080  -0.421
7 C -2.993 0.653 -1.038  0.678
8 O -3.388 0.216 -2.112  -0.647
9 C -1.650 1.317 -0.984  -0.121
10 C -0.505 0.538 -0.941  -0.206
11 C 0.713 1.196 -1.012  0.139
12 C 0.766 2.597 -1.151  0.229
13 C -0.374 3.373 -1.233  -0.235
14 C -1.582 2.705 -1.150  -0.202
15 H -2.501 3.265 -1.228  0.224
16 H -0.322 4.442 -1.361  0.229
17 O 2.076 2.950 -1.200  -0.418
18 C 2.753 1.775 -1.092  0.544
19 N 2.008 0.729 -0.980  -0.505
20 C 4.234 1.815 -1.081  -0.477
21 H 4.555 2.735 -1.573  0.234
22 C 4.784 1.781 0.353  -0.368
23 H 5.863 1.942 0.309  0.211
24 H 4.342 2.597 0.929  0.207
25 C 4.499 0.447 1.055  -0.454
26 C 5.223 -0.687 0.386  0.075
27 C 4.576 -1.480 -0.553  -0.264
28 C 5.253 -2.503 -1.194  -0.193
29 C 6.585 -2.745 -0.904  -0.226
30 C 7.238 -1.959 0.031  -0.206
31 C 6.560 -0.936 0.670  -0.252
32 H 7.073 -0.327 1.402  0.206
33 H 8.276 -2.145 0.263  0.211
34 H 7.113 -3.544 -1.403  0.211
35 H 4.739 -3.114 -1.922  0.210
36 H 3.538 -1.284 -0.781  0.237
37 H 4.821 0.527 2.096  0.215
38 H 3.426 0.255 1.035  0.227
39 H 4.615 0.953 -1.630  0.248
40 H -0.552 -0.535 -0.855  0.230
41 C -5.082 0.007 -0.050  -0.267
42 C -5.140 -1.362 0.535  0.321
43 N -5.393 -1.603 1.801  -0.477
44 C -5.307 -2.947 1.953  -0.093
45 C -4.992 -3.526 0.757  -0.104
46 N -4.878 -2.508 -0.146  -0.327
47 C -4.593 -2.666 -1.547  -0.427
48 H -3.924 -3.515 -1.685  0.209
49 H -5.515 -2.852 -2.106  0.201
50 H -4.117 -1.769 -1.942  0.260
51 H -4.841 -4.549 0.480  0.214
52 H -5.474 -3.407 2.905  0.207
53 H -5.335 -0.007 -1.112  0.251
54 H -5.787 0.646 0.487  0.226
55 C -3.170 2.391 1.688  -0.617
56 H -2.253 2.760 1.239  0.214
57 H -4.012 2.939 1.271  0.210
58 H -3.132 2.582 2.757  0.215
59 H -4.180 0.540 2.063  0.238

Values from the calculation:
SMILES string = CC(C)N(Cc1nccn1C)C(=O)c1ccc2oc(CCCc3ccccc3)nc2c1
E_LUMO = 0.708 eV
multiplicity = 1
gap between HOMO and LUMO = 9.30 eV

---

Most stable = w

---

w | This record from OMol25 describes 2 unconnected molecules or ions with the total composition C3H6INO2. The level of theory is ωB97M-V with the def2-TZVPD basis set.

Last column: natural (NBO) charge in e.
Atoms and positions in Å:
1 C -0.595 0.562 1.215  -0.733
2 C -0.220 0.533 -1.277  -0.720
3 C 0.329 0.345 0.075  0.050
4 N 0.513 -1.789 0.003  0.476
5 O 1.096 -2.371 0.895  -0.384
6 O -0.179 -2.279 -0.887  -0.412
7 I 2.324 0.907 0.278  0.240
8 H -0.201 0.081 2.204  0.270
9 H -1.676 0.578 0.990  0.248
10 H -0.377 1.638 1.326  0.241
11 H -1.158 0.066 -1.380  0.245
12 H 0.428 0.173 -2.118  0.252
13 H -0.284 1.556 -1.324  0.229

Values from the calculation:
E_LUMO (alpha / beta) = -0.226 / -0.226 eV
multiplicity = 1
gap between HOMO and LUMO (alpha / beta) = 8.77 / 8.77 eV

---

x | This record from OMol25 describes C3H6INO2 in the gas phase. The level of theory is ωB97M-V with the def2-TZVPD basis set.

Last column: natural (NBO) charge in e.
Atoms and positions in Å:
1 C 1.568 -0.031 -0.815  0.655
2 C -1.765 0.604 0.767  -0.277
3 C 0.474 0.429 0.308  0.102
4 N 1.015 -1.107 -1.469  -0.839
5 O 2.575 0.559 -1.054  -0.551
6 O -0.785 0.184 -0.081  -0.524
7 I 1.076 -1.206 2.166  -0.221
8 H -2.694 0.095 0.318  0.211
9 H -1.858 1.691 0.829  0.188
10 H -1.465 0.147 1.809  0.207
11 H 0.499 1.388 0.962  0.225
12 H -0.042 -1.316 -1.418  0.420
13 H 1.402 -1.438 -2.321  0.403

Values from the calculation:
SMILES string = CO[C@@H](I)C(N)=O
E_LUMO = -0.546 eV
multiplicity = 1
gap between HOMO and LUMO = 8.56 eV

---

Most stable = x